No. 1
ORCA calculation (the ωB97M-V functional and the def2-TZVPD basis) on a 2-piece molecular cluster, C18H27F3N3O overall in a non-equilibrium geometry.

The geometry in XYZ format:
```
52
Properties=species:S:1:pos:R:3:forces:R:3:nbo_charge:R:1
C -4.777093 0.144706 1.326552 -0.73 -0.43 0.15 -0.428
N -3.345139 0.424727 1.266045 1.36 -1.33 0.78 -0.252
C -2.963469 1.586236 0.469454 0.04 0.89 -0.28 -0.431
C -2.472053 -0.422967 1.768311 -0.90 0.62 -1.48 0.274
C -1.041825 -0.205432 1.696748 1.18 0.41 -0.23 -0.182
C -0.460769 1.060879 1.972212 -0.24 -0.34 -0.27 -0.161
C 0.894040 1.266668 1.757182 -0.10 -0.14 0.16 -0.167
C 1.691211 0.219996 1.289760 -0.49 -0.18 0.11 -0.092
C 3.162636 0.449746 1.110968 1.73 0.32 -0.37 0.970
F 3.882805 -0.702439 1.250715 -0.76 1.05 -0.17 -0.312
F 3.443680 0.956847 -0.136308 -0.36 -0.54 1.24 -0.315
F 3.654253 1.345089 2.019889 -0.56 -0.82 -0.83 -0.313
C 1.138140 -1.024582 0.984870 -0.14 0.09 0.07 -0.181
C -0.219319 -1.248206 1.200452 -0.52 0.32 0.12 -0.091
H -5.285303 1.004366 0.896781 -0.17 -0.20 0.21 0.232
H -5.022359 -0.749277 0.734779 0.15 0.26 0.15 0.246
H -5.112626 -0.012671 2.360190 0.20 0.09 -0.31 0.246
H -3.859990 1.878657 -0.079389 0.32 0.06 -0.03 0.234
H -2.659082 2.432093 1.100546 -0.18 -0.29 -0.27 0.236
H -2.161908 1.352139 -0.247180 -0.22 -0.07 0.44 0.249
H -2.859604 -1.409882 2.047072 -0.05 0.26 0.14 0.255
H -1.074263 1.893744 2.328806 0.30 -0.44 0.01 0.227
H 1.337636 2.238053 1.959836 -0.07 -0.21 0.03 0.254
H 1.763481 -1.815055 0.576545 -0.12 0.15 0.15 0.256
H -0.683311 -2.199514 0.918311 0.29 0.26 0.26 0.236
C -4.342848 -8.749290 4.126309 -0.03 -0.10 0.01 -0.607
C -3.913423 -7.427316 4.738289 -0.14 0.37 0.06 -0.402
C -2.937828 -6.651060 3.864502 0.42 -0.04 -0.10 -0.225
N -2.365112 -5.494789 4.554369 -0.48 -0.11 -0.63 -0.602
C -2.565926 -4.233035 4.110434 0.10 0.05 0.58 0.686
C -1.994536 -3.144045 5.034221 0.49 -0.55 -0.25 -0.123
C -2.221265 -3.355935 6.554612 -0.31 -0.06 -0.37 -0.411
C -2.580047 -1.965163 7.108169 0.23 0.27 -0.27 -0.406
C -2.971850 -1.105886 5.873257 -0.57 0.34 0.79 -0.202
N -2.604488 -1.898102 4.748743 0.09 0.55 -0.45 -0.645
O -3.137919 -3.941636 3.062441 0.27 -0.04 0.17 -0.678
H -5.084149 -9.230259 4.766949 0.04 -0.02 -0.09 0.221
H -4.794551 -8.606187 3.140300 0.06 -0.01 0.08 0.208
H -3.497969 -9.435077 4.022523 -0.05 0.05 -0.04 0.208
H -4.791869 -6.787827 4.879963 0.04 -0.08 0.14 0.203
H -3.477582 -7.592846 5.731078 0.00 -0.02 -0.10 0.195
H -2.116890 -7.296189 3.526429 -0.15 0.01 0.01 0.191
H -3.441363 -6.248727 2.983663 0.07 -0.16 0.03 0.231
H -1.892289 -5.660633 5.428667 -0.07 0.21 -0.02 0.401
H -0.896298 -3.155789 4.837049 -0.30 0.06 0.06 0.179
H -3.059830 -4.046914 6.728527 0.33 0.10 -0.11 0.217
H -1.309169 -3.760443 7.000225 -0.27 -0.02 0.14 0.221
H -3.411822 -2.020911 7.819768 0.38 0.08 -0.06 0.225
H -1.700334 -1.524972 7.589675 -0.30 -0.05 0.08 0.214
H -4.059653 -0.919982 5.885362 0.20 0.07 0.03 0.173
H -2.475913 -0.120625 5.902556 -0.04 -0.23 0.03 0.173
H -2.742936 -1.567401 3.811313 0.03 -0.43 0.50 0.367
```
Positions in Å, forces in eV/Å.

Output
E_HOMO ... -10.8114 eV
Gap between HOMO and LUMO ... 0.2206 Ha
E_tot ... -1240.961110 Eh
Maximum force ... 2.06 eV/Å
Molar mass ... 358.428 g mol⁻¹
LUMO level ... -0.177 Ha
Charge ... +1



No. 2
ORCA calculation (the ωB97M-V functional and the def2-TZVPD basis) on an isolated molecule of C4H9N in a non-equilibrium geometry.

The geometry in XYZ format:
```
14
Properties=species:S:1:pos:R:3:forces:R:3:nbo_charge:R:1
C -0.499901 -1.045245 0.521663 0.04 -0.86 -1.77 -0.427
C -1.060781 0.389418 0.633708 -0.44 1.02 -0.60 -0.416
C 0.250855 1.187709 0.331791 -0.22 0.51 -0.22 -0.219
N 0.746375 0.468007 -0.852715 0.27 0.81 0.15 -0.651
C 0.464824 -0.950556 -0.700840 1.81 -1.00 0.21 -0.211
H 0.146027 -1.404835 1.330408 -0.43 0.77 0.40 0.210
H -1.163726 -1.905383 0.322894 -0.34 0.74 0.24 0.218
H -1.885343 0.712906 -0.135284 1.66 -1.11 1.10 0.215
H -1.499914 0.634587 1.605252 0.29 -0.14 0.02 0.214
H 0.911041 1.199574 1.225043 -0.06 -0.55 -0.25 0.156
H 0.158890 2.276517 0.108395 -0.47 -0.77 -0.09 0.196
H 1.666997 0.762614 -1.210876 -0.81 -0.54 0.52 0.376
H 0.185580 -1.424301 -1.653312 -0.78 0.41 0.23 0.183
H 1.380648 -1.571096 -0.458221 -0.51 0.71 0.06 0.157
```
Positions in Å, forces in eV/Å.

Output
E_HOMO ... -8.3021 eV
Gap between HOMO and LUMO ... 0.3499 Ha
E_tot ... -212.530302 Eh
Maximum force ... 2.28 eV/Å
Molar mass ... 71.123 g mol⁻¹
LUMO level ... 0.045 Ha
SMILES ... C1CCNC1
Energy relative to the best compared isomer or geometry (same formula, charge and spin) ... 13.10 kcal/mol
Charge ... 0



What is the formula in the second record? C4H9N